Formula: C33H35Ti
Source: OMol25
Level of theory: the ωB97M-V functional and the def2-TZVPD basis

Properties
- Maximum force: 2.15 eV/Å
- Charge: -1
- Kohn-Sham gap: 2.4 eV
- E_tot: -2127.73359 Ha
- LUMO level: 0.7 eV
- HOMO level: -1.7 eV

Atoms and positions in Å:
C: 0.02 -5.23 1.72
C: 1.37 -4.92 1.56
C: 1.75 -3.66 1.10
C: 0.78 -2.67 0.74
C: 1.17 -1.42 0.20
Ti: -2.26 1.11 1.08
C: -0.47 2.46 1.25
C: -0.89 3.90 1.27
C: 0.06 4.95 1.36
C: -0.34 6.28 1.27
C: -1.69 6.62 1.12
C: -2.65 5.60 1.09
C: -2.25 4.27 1.21
C: -3.39 -0.48 2.35
C: -2.05 -0.55 2.85
C: -1.72 0.73 3.40
C: -2.85 1.60 3.23
C: -3.90 0.85 2.58
C: -2.29 -0.28 -0.87
C: -1.61 0.96 -1.18
C: -2.56 2.02 -1.02
C: -3.80 1.45 -0.61
C: -3.63 0.04 -0.51
C: -0.59 -3.05 0.86
C: -0.95 -4.29 1.36
H: -0.27 -6.22 2.10
H: 2.14 -5.67 1.75
H: 2.79 -3.38 0.94
H: 1.46 -0.58 0.84
H: 0.68 -1.12 -0.74
H: 0.02 2.14 2.18
H: 0.15 2.19 0.38
H: 1.11 4.68 1.48
H: 0.41 7.08 1.33
H: -2.00 7.66 1.02
H: -3.71 5.84 0.97
H: -3.03 3.49 1.24
H: -3.98 -1.30 1.96
H: -1.44 -1.45 2.90
H: -0.79 0.99 3.91
H: -2.95 2.63 3.58
H: -4.90 1.22 2.37
H: -1.88 -1.28 -1.03
H: -0.59 1.07 -1.53
H: -2.39 3.08 -1.20
H: -4.72 2.01 -0.46
H: -4.43 -0.67 -0.30
H: -1.37 -2.34 0.59
H: -2.00 -4.56 1.43
C: 2.51 0.50 -1.65
C: 2.30 -0.75 -2.45
C: 1.02 -1.04 -3.14
C: 3.35 -1.70 -2.53
C: 3.16 -2.94 -3.23
C: 4.26 -3.69 -3.63
C: 5.55 -3.28 -3.29
C: 5.74 -2.22 -2.38
C: 4.65 -1.44 -1.99
H: 2.96 0.22 -0.68
H: 3.18 1.22 -2.16
H: 1.57 1.01 -1.43
H: 0.46 -1.82 -2.62
H: 0.37 -0.15 -3.21
H: 1.18 -1.40 -4.17
H: 2.14 -3.30 -3.41
H: 4.10 -4.60 -4.21
H: 6.42 -3.79 -3.71
H: 6.73 -2.00 -1.97
H: 4.78 -0.64 -1.26

These are the Löwdin partial charges, in e, on atoms 1 to 5: -0.1224 -0.1128 -0.0444 -0.2908 0.0531